{"formula": "C50H106F6O26V", "method": "ωB97M-V/def2-TZVPD", "largest_force_ev_per_a": 4.8, "charge": 0, "multiplicity": 2, "homo_energy_ev": [-8.9, -8.9], "gap_ev": [9.1511, 9.2407], "s_squared": 0.777, "e_tot_ev": -148787.181, "elements": ["O", "V", "C", "O", "O", "C", "F", "F", "F", "C", "C", "H", "H", "H", "H", "H", "H", "C", "O", "O", "C", "F", "F", "F", "C", "C", "H", "H", "H", "H", "H", "H", "C", "O", "C", "C", "O", "C", "C", "O", "C", "H", "H", "H", "H", "H", "H", "H", "H", "H", "H", "H", "H", "H", "H", "C", "O", "C", "C", "O", "C", "C", "O", "C", "H", "H", "H", "H", "H", "H", "H", "H", "H", "H", "H", "H", "H", "H", "C", "O", "C", "C", "O", "C", "C", "O", "C", "H", "H", "H", "H", "H", "H", "H", "H", "H", "H", "H", "H", "H", "H", "C", "O", "C", "C", "O", "C", "C", "O", "C", "H", "H", "H", "H", "H", "H", "H", "H", "H", "H", "H", "H", "H", "H", "C", "O", "C", "C", "O", "C", "C", "O", "C", "H", "H", "H", "H", "H", "H", "H", "H", "H", "H", "H", "H", "H", "H", "O", "C", "O", "C", "C", "C", "H", "H", "H", "H", "H", "H", "H", "H", "O", "C", "O", "C", "C", "C", "H", "H", "H", "H", "H", "H", "H", "H", "O", "C", "O", "C", "C", "C", "H", "H", "H", "H", "H", "H", "H", "H"], "positions_angstrom": [[2.92935, -2.21090, -2.75132], [3.82863, -1.62713, -1.60515], [0.82304, -0.61360, -0.61037], [0.56412, -1.93951, -1.25868], [2.24166, -0.50321, -0.50779], [-0.01358, 0.50321, -1.20940], [-0.17966, 0.36821, -2.47810], [-1.17379, 0.56870, -0.62696], [0.53664, 1.67862, -1.07235], [-0.71150, -2.63038, -1.00355], [-0.86319, -3.87065, -1.84198], [-0.12966, -4.64466, -1.61626], [-1.86050, -4.30005, -1.74659], [-0.69358, -3.60355, -2.88504], [-1.53146, -1.94841, -1.22871], [-0.83641, -2.87756, 0.05067], [0.44131, -0.75278, 0.40107], [5.90531, -3.97808, -2.28422], [4.53398, -4.42979, -2.15147], [5.75090, -2.56886, -2.37230], [6.83839, -4.60722, -1.16133], [8.10783, -4.02600, -1.13434], [6.35999, -4.51218, 0.05431], [7.03860, -5.86732, -1.46184], [4.09043, -5.38852, -3.07148], [2.61740, -5.64064, -2.83682], [1.96723, -4.93350, -3.35193], [2.39134, -6.63736, -3.21571], [2.48722, -5.70347, -1.75645], [4.53389, -6.38032, -2.98335], [4.27392, -5.02339, -4.08199], [6.35923, -4.28965, -3.22496], [0.93013, -6.86038, 6.34371], [2.25640, -6.45397, 6.73838], [2.69300, -5.29527, 6.00098], [2.74242, -5.46508, 4.46567], [1.53716, -5.53588, 3.71591], [0.71946, -4.36497, 3.70572], [-0.71617, -4.65072, 3.21775], [-0.67615, -5.05174, 1.87108], [-1.77264, -5.75080, 1.33061], [0.92586, -7.30765, 5.34972], [0.16923, -6.08093, 6.30380], [0.59144, -7.65156, 7.01261], [3.66195, -4.97481, 6.38378], [2.03770, -4.46345, 6.25934], [3.20341, -6.43793, 4.29498], [3.44868, -4.72300, 4.09337], [1.24235, -3.66529, 3.05370], [0.69430, -3.88941, 4.68618], [-1.34187, -3.78201, 3.42256], [-1.16807, -5.45523, 3.79795], [-2.00775, -6.63366, 1.92505], [-1.50148, -6.06803, 0.32366], [-2.69146, -5.19660, 1.13895], [4.44477, -0.12711, 8.82918], [3.35774, 0.20754, 7.97291], [2.39646, 1.11674, 8.55505], [1.47379, 1.86128, 7.57864], [0.58478, 0.95389, 6.86037], [-0.24728, 1.65423, 5.95044], [-0.97568, 0.80229, 4.94431], [-0.09732, 0.15542, 4.07621], [-0.75626, -0.55899, 3.01895], [4.12031, -0.44950, 9.81857], [5.05732, 0.74302, 9.06532], [5.07176, -0.92732, 8.43592], [2.82300, 1.85115, 9.23827], [1.78988, 0.48132, 9.20034], [2.05061, 2.39345, 6.82221], [0.95009, 2.65383, 8.11314], [0.40339, 2.31547, 5.37817], [-0.94326, 2.31683, 6.46490], [-1.62477, 1.48465, 4.39552], [-1.57525, 0.02302, 5.41479], [-1.32314, -1.36302, 3.48830], [-0.09703, -1.06533, 2.31387], [-1.40181, 0.14974, 2.50022], [-0.63078, 4.76370, -1.79793], [-0.67178, 6.23059, -1.67705], [0.09247, 6.87144, -0.61543], [-0.44020, 8.32220, -0.31316], [0.56232, 9.04725, 0.41278], [0.32323, 10.38756, 0.52430], [1.20571, 11.05079, 1.56004], [2.54984, 11.20839, 1.12646], [3.35031, 10.06442, 1.26413], [-0.97305, 4.24418, -0.90292], [0.37541, 4.45228, -2.07845], [-1.37904, 4.60714, -2.57492], [1.13673, 6.87445, -0.92785], [0.00176, 6.29031, 0.30227], [-1.33342, 8.27630, 0.30986], [-0.58930, 8.84089, -1.26018], [-0.70477, 10.56472, 0.84042], [0.46521, 10.86198, -0.44671], [1.15169, 10.50215, 2.50035], [0.88282, 12.08154, 1.70627], [3.06040, 9.19969, 0.66724], [3.37023, 9.61347, 2.25628], [4.39449, 10.33387, 1.10543], [0.65544, -1.67434, -5.43941], [-0.63845, -1.55995, -6.10500], [-1.62691, -1.00549, -5.28970], [-3.02667, -1.06440, -5.91230], [-3.17987, -0.19690, -6.98938], [-4.55355, -0.08377, -7.51105], [-5.33551, -1.40276, -7.61852], [-5.71069, -1.99878, -6.40250], [-6.67941, -1.27746, -5.63757], [1.34591, -1.99226, -6.22061], [0.66874, -2.29934, -4.54650], [0.92084, -0.65127, -5.17296], [-1.39606, -0.02242, -4.87938], [-1.66286, -1.64754, -4.40960], [-3.78355, -0.81711, -5.16793], [-3.13233, -2.08436, -6.28193], [-4.52676, 0.34032, -8.51481], [-5.02398, 0.65261, -6.85948], [-4.70367, -2.06049, -8.21540], [-6.19460, -1.20889, -8.26076], [-7.41542, -0.93153, -6.36333], [-6.27740, -0.44295, -5.06305], [-7.04854, -2.09738, -5.02148], [2.75724, -3.72588, 0.52029], [3.96035, -2.89756, 0.17353], [4.56457, -2.36001, 1.36110], [5.65256, -1.37661, 0.81258], [5.04579, -0.50830, -0.14818], [5.87491, 0.38040, -0.86377], [5.00617, 1.08069, -1.89906], [4.38105, 0.17783, -2.73580], [3.58345, 0.79258, -3.76240], [2.24121, -4.14381, -0.34408], [1.92100, -3.10157, 0.83501], [2.93716, -4.48287, 1.28363], [5.04896, -3.16530, 1.91334], [3.82499, -1.87438, 1.99772], [6.43955, -1.91050, 0.27993], [6.07009, -0.83177, 1.65929], [6.66037, -0.14135, -1.41052], [6.30253, 1.15734, -0.23004], [5.69966, 1.67835, -2.49063], [4.25510, 1.70051, -1.40935], [2.89281, 1.54118, -3.37416], [3.00409, 0.06587, -4.33190], [4.24867, 1.24443, -4.49820], [-4.94997, 1.41971, -3.94912], [-3.97353, 2.10885, -3.58310], [-3.43829, 3.08892, -4.27743], [-4.12496, 3.56792, -5.42176], [-3.35071, 4.76598, -5.87975], [-3.20644, 1.89223, -2.28634], [-5.12022, 3.91838, -5.14839], [-4.24898, 2.83796, -6.22169], [-2.33014, 4.48730, -6.14217], [-3.21688, 5.54372, -5.12788], [-3.87436, 5.14291, -6.75829], [-3.16184, 2.80322, -1.68950], [-2.18186, 1.61862, -2.53829], [-3.66445, 1.08937, -1.70863], [-4.88673, -0.51123, 1.61750], [-4.68009, -1.70694, 1.29027], [-5.32866, -2.45387, 0.39093], [-6.19282, -1.81206, -0.52091], [-5.55418, -1.51238, -1.89248], [-3.66009, -2.58408, 1.91871], [-6.58223, -0.88165, -0.10763], [-7.11000, -2.39746, -0.58566], [-6.17810, -0.95853, -2.59397], [-5.26164, -2.43915, -2.38607], [-4.67308, -0.88033, -1.78169], [-3.98191, -3.62546, 1.91226], [-3.69625, -2.24580, 2.95426], [-2.71415, -2.36508, 1.42339], [-1.57478, 4.56576, 2.67473], [-1.51377, 3.40479, 2.21415], [-2.54103, 2.54598, 2.10682], [-3.81264, 2.79716, 2.68913], [-4.53220, 3.75324, 1.74215], [-0.18382, 2.77871, 1.70058], [-3.78345, 3.22644, 3.69062], [-4.46529, 1.92651, 2.75322], [-4.59335, 3.38920, 0.71655], [-4.02873, 4.71902, 1.69890], [-5.49779, 3.98487, 2.19170], [0.51288, 2.58199, 2.51545], [0.38684, 3.48269, 1.09489], [-0.36511, 1.94597, 1.02104]], "forces_ev_per_angstrom": [[0.70, 0.64, 0.92], [-1.23, -1.14, -1.42], [2.97, -3.61, 1.13], [-1.08, 0.44, 0.15], [-1.51, 0.06, -1.37], [2.28, -0.91, 0.21], [-0.77, -0.80, -3.15], [-2.33, -0.32, 1.12], [1.35, 2.10, 0.71], [0.44, 1.34, 0.22], [0.68, 0.06, -0.56], [0.05, 0.03, 0.25], [-0.04, 0.12, 0.09], [-0.16, -0.04, -0.14], [-0.17, 0.15, -0.20], [0.40, -0.03, 0.38], [-0.17, 0.31, 0.32], [-1.69, 3.02, -0.35], [1.66, -0.98, 0.84], [0.01, -0.67, 1.91], [0.44, 2.13, -1.60], [-1.37, -0.25, -0.15], [-0.41, 0.00, 1.14], [0.04, -1.37, -0.04], [-0.50, -0.31, -0.57], [0.09, -0.36, -0.24], [-0.03, 0.18, 0.48], [-0.16, -0.02, -0.14], [-0.40, 0.26, -0.05], [0.79, 0.11, 0.28], [0.04, -0.01, -0.24], [-0.04, -0.50, -0.15], [0.48, -0.76, -0.18], [-0.61, 0.60, -0.82], [-1.14, -0.12, -0.07], [0.36, -0.76, 0.62], [-0.51, 0.08, 0.52], [0.26, -0.14, -0.25], [0.70, -0.69, 0.37], [0.16, 0.69, -0.64], [0.02, -0.37, -0.31], [0.23, 0.04, -0.14], [0.24, 0.50, 0.36], [0.20, 0.23, 0.29], [0.19, -0.50, -0.13], [-0.31, 0.20, 0.02], [0.11, -0.04, -0.12], [-0.12, 0.43, -0.33], [-0.36, 0.41, -0.31], [-0.26, -0.09, 0.19], [-0.02, 0.40, -0.35], [0.14, -0.28, 0.35], [-0.06, -0.11, 0.13], [0.42, -0.18, 0.14], [-0.03, 0.54, 0.58], [-0.45, 0.57, 0.66], [0.12, 0.73, -0.25], [-0.47, -1.06, 0.11], [0.37, -1.19, -1.10], [0.20, 0.43, 0.97], [1.06, 0.33, -0.15], [-0.19, -0.55, 0.37], [1.35, -0.39, -1.21], [-0.32, 0.41, 1.20], [-0.47, -0.33, 0.11], [0.26, 0.25, -0.39], [-0.31, 0.18, -0.47], [0.57, 0.21, -0.24], [-0.45, 0.04, 0.13], [0.38, -0.01, -0.13], [-0.45, -0.22, 0.33], [0.11, 0.28, -0.32], [-0.35, -0.11, 0.22], [-0.32, 0.08, -0.13], [-0.43, 0.08, 0.37], [-0.52, -0.05, -0.07], [0.57, 0.51, 0.33], [-0.28, -0.24, -0.28], [-0.24, 2.13, 0.13], [-0.05, -0.08, 0.79], [-0.71, -0.33, -0.27], [1.21, -0.65, -0.34], [0.46, -2.39, 0.02], [-0.51, 1.25, 0.14], [0.54, 0.18, -0.62], [0.05, -0.34, 0.23], [0.65, -0.78, 0.39], [0.15, 0.15, 0.29], [-0.07, -0.22, -0.08], [0.36, -0.38, -0.16], [0.17, 0.36, 0.14], [0.05, -0.15, 0.13], [-0.28, 0.00, -0.29], [-0.45, -0.04, -0.13], [-0.44, 0.12, 0.04], [0.02, 0.36, -0.20], [0.05, -0.07, 0.18], [-0.35, -0.10, 0.10], [-0.09, 0.33, -0.68], [-0.43, 0.43, 0.69], [-0.14, 0.16, -0.47], [-1.18, 1.11, -1.16], [1.02, -0.27, -0.17], [-0.69, -0.45, 0.66], [0.74, -0.48, 0.05], [-0.79, 0.86, -1.81], [0.93, -0.31, 1.11], [0.65, 0.94, -0.03], [0.58, 0.01, -0.31], [0.38, -1.05, -0.95], [-0.03, -0.30, 0.27], [-0.18, -0.17, -0.07], [0.32, 0.06, 0.37], [0.28, 0.50, -0.41], [-0.42, -0.14, 0.52], [0.06, -0.29, 0.43], [-0.31, -0.28, 0.33], [0.47, 0.02, 0.02], [-0.50, -0.07, 0.09], [0.03, -0.52, 0.42], [-0.48, 0.13, 0.05], [-0.52, 0.21, 0.36], [0.13, -0.03, 0.04], [-0.50, 0.60, 0.37], [-0.47, 0.93, -0.40], [-1.99, -1.22, 0.46], [0.90, 0.84, -1.46], [-0.36, -0.72, 0.44], [-0.55, -0.10, 0.45], [-0.04, 0.35, -0.83], [0.87, 1.09, 0.91], [-1.07, -1.78, -0.49], [0.05, -0.01, -0.57], [1.16, -0.23, -0.46], [0.45, 0.70, 0.60], [0.56, 0.07, -0.18], [0.08, -0.03, 0.00], [-0.08, 0.22, -0.17], [0.05, -0.28, 0.19], [0.04, 0.30, -0.10], [0.16, -0.38, 0.24], [0.05, -0.09, 0.24], [-0.06, 0.42, -0.05], [-0.04, 0.19, 0.07], [0.11, -0.02, 0.34], [0.17, -0.40, 0.60], [0.20, 0.24, 0.19], [2.20, 1.85, 0.68], [-1.87, -2.28, 0.27], [0.05, -0.06, 0.08], [-0.44, 0.94, -0.19], [0.56, 0.04, -0.56], [-0.33, -0.21, -0.48], [-0.17, -0.35, 0.27], [0.31, -0.30, 0.26], [-0.03, -0.13, -0.33], [-0.52, -0.03, 0.10], [0.26, 0.35, -0.03], [-0.09, 0.04, -0.09], [-0.12, 0.05, -0.04], [0.05, 0.15, -0.09], [0.35, -3.55, -1.58], [-0.59, 2.51, 0.95], [0.05, 0.57, -0.44], [-1.52, 1.41, -1.02], [0.27, -0.49, 0.44], [-0.48, 0.58, 1.13], [0.46, 0.19, 0.29], [0.32, -0.54, -0.29], [-0.42, -0.09, 0.35], [0.12, -0.02, -0.02], [0.13, -0.14, 0.18], [0.35, 0.13, -0.39], [0.79, -0.10, 0.13], [0.17, -0.37, 0.26], [-0.22, -3.26, -1.06], [0.97, 2.48, 0.82], [0.97, -1.01, 0.45], [-1.31, 1.58, -0.90], [-0.02, 0.87, 0.68], [-0.74, 0.71, -0.39], [0.60, 0.11, -0.02], [0.98, -0.69, -0.20], [-0.28, -0.31, 0.21], [0.26, -0.05, 0.04], [-0.35, -0.21, -0.42], [-0.44, -0.51, 0.22], [-0.39, 0.47, 0.00], [0.00, -0.14, 0.76]]}